No. 1
DFT (ωB97M-V/def2-TZVPD) results for a structure of composition C35H42N3O7Pt.

Structure (XYZ):
```
88
Properties=species:S:1:pos:R:3:forces:R:3
Pt 0.1707 -0.0110 0.1255 -0.1004 -0.4617 0.4006
O -1.2172 1.3460 -2.0279 -0.5543 0.1729 0.1565
O 1.2475 0.1492 -2.0847 -0.1342 0.2233 -0.3851
O -3.0711 -1.6329 -2.0279 0.4493 0.2374 0.2496
O 0.8881 3.4562 2.5638 0.0601 0.1161 -0.0824
O 1.2951 0.3284 -4.3100 -0.1204 0.0238 -0.0041
O -1.0580 -1.1986 -1.1512 -0.4481 0.4142 -0.2729
O 0.9892 -3.5153 2.6563 0.0392 0.1634 -0.0391
N 0.8987 -0.0263 2.2685 -0.0732 0.2029 -0.1007
N 0.3736 2.0748 0.7978 0.5644 0.0403 -0.3944
N 0.2199 -2.1588 0.9720 -0.0057 0.3127 -0.5823
C -1.9510 -5.1540 -1.2048 -0.2117 0.0052 0.1623
C 3.1557 3.7432 -0.3215 -0.0393 -0.0058 -0.0061
C -1.2518 3.8014 0.2810 0.2276 0.0967 0.2518
C 0.7128 0.4780 -3.1256 0.2005 -0.2030 0.1935
C 0.7677 2.3454 2.0977 -0.2481 -0.0844 0.0525
C 1.4933 -3.6561 -1.4356 0.0279 0.1400 -0.0684
C -3.5546 3.2571 1.2157 0.0096 -0.0059 -0.0363
C -1.6614 4.7648 -0.6130 -0.0838 0.0778 -0.1576
C 1.8460 -1.1934 4.0904 0.0696 0.0355 0.1592
C 1.1550 1.1299 2.8655 -0.0503 -0.0446 -0.0164
C -3.0712 -1.7576 1.7626 -0.0849 -0.1327 -0.0717
C 0.3546 4.4897 -1.9397 -0.1419 0.1321 -0.0458
C -2.3134 -3.0804 1.9745 -0.2165 -0.0659 0.0220
C -0.6588 1.0845 -3.2748 0.0958 -0.0610 0.0546
C -3.2424 -4.1136 2.6224 0.0414 -0.0907 -0.0199
C 0.8163 -2.4149 2.1347 -0.0955 -0.4204 0.0552
C -2.4465 0.6504 -1.8088 0.4066 -0.0504 0.0895
C 2.7542 3.0071 -2.6805 -0.0503 0.0180 0.0094
C -1.7007 -3.5894 0.7019 -0.2197 -0.4111 -0.1929
C 2.1216 0.0107 4.7195 0.0346 -0.0651 0.0487
C 0.1412 -3.8567 -0.8085 -0.2303 -0.4650 -0.2303
C -0.8797 5.1060 -1.7129 0.0699 -0.0580 0.0104
C 1.7611 1.2007 4.1022 0.0246 0.0834 0.1007
C 0.8079 3.4884 -1.1145 -0.0953 -0.1560 -0.0456
C 2.5650 -2.8585 -0.6976 -0.0043 -0.2760 0.0543
C -2.0810 3.5361 1.5252 -0.0010 0.1330 -0.0466
C -2.4748 -4.5311 -0.0955 0.0596 0.3294 0.2762
C 1.2497 -3.0634 -2.8496 -0.0594 -0.0205 0.0108
C 2.2167 2.9492 -1.2506 -0.0355 0.2932 0.0976
C -0.6579 -4.8630 -1.5208 0.6202 0.3178 0.0765
C -0.0253 3.1084 -0.0032 -0.1777 0.0848 0.1790
C -0.4142 -3.2040 0.2918 -0.1036 -0.3428 0.0600
C -1.9774 4.7419 2.4766 0.0132 -0.0536 -0.0436
C -2.2097 -0.8463 -1.6637 -0.0509 -0.4701 0.0915
C 1.2199 -1.1664 2.8577 0.0503 -0.0781 -0.0397
H 3.2154 4.7843 -0.6513 0.0102 -0.0673 0.0248
H 2.0937 -2.1524 4.5237 -0.0159 0.0045 -0.0108
H -3.4454 -3.8155 3.6507 -0.0165 0.0145 -0.0187
H 3.0332 4.0274 -2.9551 0.0014 -0.0596 -0.0059
H 2.2131 1.9193 -0.9164 0.0066 -0.2153 0.0859
H -3.7929 -1.8431 0.9464 0.0068 -0.0010 0.0328
H 2.2995 -1.8146 -0.5992 -0.0563 0.2261 0.0227
H 0.7602 -3.7696 -3.5247 0.0469 0.0676 0.0667
H 2.8120 3.7449 0.7138 -0.0074 -0.0287 -0.0257
H 4.1612 3.3147 -0.3515 -0.0787 0.0414 -0.0089
H -0.1875 -5.4061 -2.3347 0.0887 0.1620 0.0690
H -2.6049 5.2751 -0.4517 0.1066 -0.0099 -0.0232
H -1.2580 0.3828 -3.8625 -0.0034 -0.0080 -0.0934
H -1.6767 2.6622 2.0338 -0.0160 -0.0715 0.0261
H 2.6140 0.0237 5.6836 -0.0269 0.0011 -0.0268
H -3.1633 0.8255 -2.6090 -0.0335 0.0785 -0.0448
H 2.7719 -3.2736 0.2903 -0.0633 0.0449 -0.0206
H -4.2041 -4.1850 2.1059 0.0704 0.0174 0.0681
H 1.9412 2.1701 4.5471 0.0039 -0.0399 -0.0111
H 2.0299 2.6549 -3.4183 0.0705 0.0326 0.0256
H -3.4873 -4.7723 0.2095 0.1341 0.1514 0.0400
H 2.1705 -0.0626 -4.1847 0.1423 -0.0723 0.0360
H -0.9450 4.9271 2.7642 -0.0176 0.0210 -0.0072
H -2.3874 -0.9479 1.5377 0.1642 0.1868 -0.1197
H 3.4859 -2.9148 -1.2833 -0.0361 -0.0230 0.0438
H -4.0364 4.1198 0.7486 0.0261 -0.0673 0.0469
H 0.6176 -2.1760 -2.7719 0.1006 -0.1366 0.0222
H -1.4964 -2.8973 2.6659 0.1005 0.0375 0.0539
H -0.5680 2.0096 -3.8478 0.0680 0.0218 -0.0972
H -2.5259 -5.8698 -1.7734 -0.0031 0.0042 0.0042
H -2.3704 5.6417 1.9966 -0.0181 -0.0458 0.0347
H -3.6839 2.4007 0.5549 0.0016 -0.0179 -0.0282
H 3.6529 2.3924 -2.7592 -0.0232 0.0377 -0.0034
H 2.2072 -2.7837 -3.2940 -0.0198 -0.0609 0.0321
H -2.7830 -5.1051 2.6507 -0.0504 0.0502 0.0259
H -2.5643 4.5543 3.3791 0.0257 0.0072 -0.0719
H -4.0860 3.0461 2.1452 0.0066 0.0207 -0.0408
H 0.9731 4.8294 -2.7613 -0.0583 0.0009 0.0382
H -2.8456 1.0263 -0.8702 -0.0823 0.0863 0.0559
H -1.2171 5.8874 -2.3833 0.0081 -0.0366 0.0047
H -3.6129 -1.5106 2.6785 0.0355 -0.0124 -0.0578
H 1.8878 -4.6745 -1.5569 -0.0266 0.0264 -0.1244
```
Forces are in eV/Å.

- 2S+1 = 5
- lowest unoccupied orbital energy (alpha / beta) (eV) = -2.705 / -5.978
- HOMO level (alpha / beta) (eV) = -10.562 / -11.229
- <S²> = 6.050
- net charge = +1
- gap between HOMO and LUMO (alpha / beta) (Ha) = 0.289 / 0.193

No. 2
DFT (ωB97M-V/def2-TZVPD) results for a structure of composition C35H43FN4O6PTl.

Structure (XYZ):
```
91
Properties=species:S:1:pos:R:3:forces:R:3
Tl 0.1777 1.4069 -1.0022 -0.1742 0.2086 -0.1597
P 2.3657 4.2121 -2.0826 0.1057 0.0023 -0.1121
F -0.5019 -4.8164 2.2886 -0.0362 0.0134 -0.0194
O 0.0085 0.0441 1.9301 0.1083 -0.0181 0.0774
O 1.6370 5.2343 -3.1592 0.0323 -0.0917 0.0725
O 3.6541 5.0680 -1.6220 -0.0059 0.0880 -0.0001
O -2.8102 3.2768 2.1805 0.1666 -0.0321 0.0587
O -0.7966 2.7396 1.3153 0.1924 -0.0053 0.0387
O 3.1122 3.2756 -3.1926 -0.1032 0.0342 -0.0077
N -2.7706 -7.5495 0.7555 0.0293 0.0149 -0.0308
N -3.9913 -0.5643 2.5326 0.0449 -0.0116 -0.0342
N -3.3156 -5.3497 2.5153 0.0361 -0.0060 -0.0296
N 1.9437 1.9748 0.8777 -0.1054 -0.0383 -0.0480
C -3.4673 0.6978 2.4001 -0.0358 -0.0603 -0.0411
C -4.1907 -5.6670 1.4094 0.0362 -0.0362 0.0009
C 1.5059 -0.5987 -0.6964 -0.1563 0.0358 0.0833
C -1.8850 2.5047 1.8779 -0.2576 -0.0545 -0.1134
C 0.0725 6.9359 -3.7457 -0.0097 0.0173 -0.0113
C -5.3965 -0.7443 2.7749 0.0017 0.0084 -0.0296
C -6.3705 0.0918 2.0074 0.0176 0.0234 0.0378
C 0.6099 6.0809 -2.6230 -0.0086 -0.0671 0.0039
C -2.5979 -6.5067 2.9977 -0.0226 -0.0232 -0.0165
C 4.2109 2.7190 0.5641 -0.0533 0.0155 0.0188
C 4.5877 5.6132 -2.5674 0.0313 0.0025 0.0337
C 1.1566 -3.0103 -0.4291 -0.1041 0.0216 -0.0530
C 3.6644 0.4054 0.1253 -0.0201 -0.0025 0.0098
C -1.3827 -3.7706 2.3598 0.1467 -0.1034 -0.0099
C 4.9721 7.0052 -2.1212 -0.0178 -0.0035 0.0287
C -2.1752 1.0060 2.1572 0.0426 0.1079 -0.0292
C 4.9970 0.2117 -0.2345 -0.0146 0.0506 0.0294
C -3.4242 -6.2887 0.2478 -0.0204 0.0630 0.0511
C -3.1409 -1.6505 2.4773 -0.0068 0.1024 0.0236
C -0.8949 -2.4986 2.2632 0.0209 -0.0048 -0.0173
C -1.7684 -1.4200 2.2995 -0.0439 -0.1139 0.0181
C 3.1029 -1.9847 0.5146 0.0765 0.0798 -0.0207
C 2.3269 -3.1184 0.3044 0.0534 -0.0201 0.0306
C 5.5252 2.5005 0.1907 -0.0058 0.0491 0.0124
C -2.7408 -4.0400 2.5053 -0.1639 -0.0150 0.0351
C -1.8407 -7.2766 1.9136 -0.0181 0.0594 0.0721
C 5.9306 1.2379 -0.2076 0.0138 -0.0707 -0.0173
C 0.7566 -1.7602 -0.8984 0.1183 -0.0601 0.0130
C -6.2455 -1.3704 1.7002 0.0368 -0.0124 0.0076
C -1.1972 -0.0612 2.1072 -0.1803 0.1446 0.0230
C -3.6092 -2.9632 2.5998 0.0220 -0.0240 -0.0053
C 2.2970 2.3819 -3.9613 0.0256 -0.0287 -0.0078
C 2.7183 -0.7437 -0.0011 -0.0336 -0.1145 -0.0001
C 2.5020 2.6505 -5.4359 0.0434 0.0330 0.0300
C 3.2665 1.6908 0.5424 0.1616 -0.0318 -0.0316
H -4.6586 -3.1602 2.7686 0.0087 0.0172 -0.0021
H 4.1432 5.6310 -3.5622 -0.0173 -0.0051 -0.0226
H -4.6921 -4.7680 1.0610 0.0051 0.0052 -0.0170
H 5.3623 6.9851 -1.1030 0.0031 0.0080 -0.0100
H -2.6263 -5.6287 -0.0927 0.0159 -0.0122 -0.0029
H 3.5589 2.5580 -5.6907 -0.0207 -0.0022 -0.0119
H -5.7388 -1.6324 0.7805 -0.0061 -0.0049 0.0038
H -3.3252 -7.1900 3.4571 -0.0067 0.0056 0.0158
H 2.5860 1.3622 -3.6981 -0.0012 -0.0031 0.0161
H 2.6433 -4.0743 0.7068 0.0043 -0.0054 0.0005
H 2.1708 3.6596 -5.6830 0.0063 -0.0087 -0.0062
H -4.9695 -6.3678 1.7406 0.0008 0.0067 0.0137
H 5.2938 -0.7734 -0.5751 -0.0005 -0.0052 0.0005
H -3.5022 -8.1989 1.0514 0.0008 -0.0061 0.0012
H -5.9672 0.7888 1.2870 -0.0072 -0.0017 0.0016
H -4.1640 1.5234 2.4728 0.0001 -0.0164 0.0127
H 4.1052 7.6671 -2.1447 0.0122 -0.0005 0.0081
H -1.0170 -6.6975 1.5113 0.0331 0.0275 -0.0164
H -7.2471 0.4370 2.5358 0.0064 0.0093 -0.0039
H -4.0665 -6.5582 -0.5888 0.0036 -0.0253 -0.0082
H -0.2964 6.3071 -4.5568 -0.0058 0.0046 0.0122
H -1.8933 -6.2204 3.7743 0.0154 0.0099 -0.0225
H 1.4090 1.2642 1.3679 0.0542 -0.0476 0.1180
H 5.7402 7.4141 -2.7799 -0.0019 0.0058 -0.0040
H 4.0264 -2.0617 1.0806 -0.0221 -0.0288 0.0085
H 0.1600 -2.3079 2.1106 0.0353 -0.0055 -0.0107
H -5.6437 -0.9769 3.8053 -0.0247 -0.0148 0.0008
H 6.9545 1.0543 -0.5080 -0.0088 -0.0035 0.0015
H 0.8539 7.5860 -4.1416 -0.0126 -0.0073 -0.0077
H -0.1867 -1.7032 -1.4468 -0.0002 0.0231 0.0213
H -1.4790 -8.2366 2.2795 -0.0126 -0.0084 -0.0223
H -0.1810 5.4648 -2.1859 0.0149 -0.0012 0.0146
H -2.2522 -8.0040 0.0046 -0.0122 -0.0097 0.0010
H 6.2304 3.3227 0.2127 -0.0116 0.0048 -0.0044
H 0.5453 -3.8904 -0.6209 0.0239 -0.0100 0.0087
H 3.8948 3.7097 0.8709 0.0001 -0.0167 0.0000
H 5.4553 4.9519 -2.5936 -0.0028 -0.0196 -0.0043
H 1.0248 6.7063 -1.8268 -0.0058 0.0111 -0.0029
H -0.7498 7.5561 -3.3851 0.0186 0.0030 -0.0085
H 1.7746 2.8844 1.2814 -0.0457 0.0060 -0.0489
H 1.2411 2.5095 -3.7025 -0.0044 -0.0071 0.0186
H -7.0408 -2.0384 2.0036 0.0056 -0.0009 -0.0047
H 1.9352 1.9340 -6.0333 -0.0033 0.0042 -0.0017
```
Forces are in eV/Å.

- lowest unoccupied orbital energy (eV) = -1.636
- HOMO level (eV) = -5.599
- gap between HOMO and LUMO (Ha) = 0.146

In the order shown, the computed E values come out to -2168.85043 -2643.60751 a.u..
In the order shown, the computed max |F| values come out to 0.70 0.32 eV/A.